1.
Entry from the OMol25 dataset: a molecular structure, C30H58Cl12INO6P (ωB97M-V/def2-TZVPD).

The geometry in XYZ format:
```
109
Properties=species:S:1:pos:R:3:forces:R:3
C 3.318062 -3.092060 4.626367 -0.69 -0.24 0.00
C 4.664610 -2.660896 4.075167 -0.06 -1.01 1.15
O 4.670186 -2.475423 2.663508 -0.94 0.46 -0.45
P 4.366579 -0.977673 2.202147 1.43 0.91 0.82
O 5.431704 -0.108420 2.759557 0.32 0.38 -0.15
C 4.509317 -0.849026 0.401033 -0.97 -0.64 -0.43
C 3.532999 -1.525623 -0.596818 0.13 0.47 0.11
C 2.044659 -1.741550 -0.248280 0.21 -1.49 -1.34
C 1.436386 -2.319088 -1.612198 -0.80 1.15 0.63
C 0.779365 -1.259089 -2.499475 0.20 0.14 -0.56
C 0.130040 -1.815065 -3.793870 0.24 -0.11 0.25
C -0.454410 -3.231734 -3.706541 0.06 0.54 -0.65
C -1.610357 -3.390785 -2.748002 -0.33 -1.19 -0.43
O -2.205359 -4.685197 -3.026645 0.21 0.01 0.37
C -2.598585 -5.298230 -1.817083 -0.39 0.02 -0.05
C 2.044220 -3.018510 0.694676 0.13 -0.97 1.49
O 1.841870 -2.905164 1.933219 -0.12 0.70 -0.90
O 2.314612 -4.089522 0.109728 -0.03 0.44 -0.33
N 1.321343 -0.613987 0.265603 0.52 -0.10 0.27
I 1.774924 1.263335 -0.312713 -0.05 -0.72 0.60
C 0.115660 -0.788891 1.043400 -0.37 0.44 0.47
C -0.955618 -1.741932 0.527748 -0.29 -0.34 0.65
C -2.195472 -1.636125 1.461556 0.54 -0.41 -0.81
C -2.134001 -2.649494 2.604102 -0.49 0.70 0.28
C -3.458291 -1.751887 0.606857 -0.55 0.40 0.84
C -3.669623 -0.517654 -0.274427 -1.13 0.76 -1.01
C -4.163906 0.654880 0.593674 0.93 -0.33 -1.44
C -3.408998 1.779404 0.672403 -0.40 0.51 0.55
C -2.848349 2.591478 -0.503696 1.09 -1.55 0.86
C -3.053286 2.314826 2.038487 -1.48 1.38 -0.34
O 2.975564 -0.451351 2.827867 0.52 -0.42 -0.57
C 2.999176 0.915337 3.246945 -1.60 0.62 0.47
C 1.581612 1.234008 3.744788 0.67 -0.62 0.49
H 2.509992 -2.418312 4.343669 0.13 0.02 -0.20
H 3.021165 -4.088827 4.296140 0.12 0.10 -0.25
H 3.320303 -3.109817 5.719501 0.42 -0.01 -0.01
H 5.373445 -3.468773 4.278479 0.11 0.09 -0.21
H 5.027139 -1.802063 4.646082 0.04 0.31 -0.52
H 5.517557 -1.202351 0.173781 0.02 -0.06 0.26
H 4.542651 0.223352 0.203769 -0.08 0.07 0.37
H 3.912360 -2.514864 -0.845411 -0.11 -0.08 0.15
H 3.566534 -0.966049 -1.542969 0.12 0.15 0.15
H 2.223971 -2.832643 -2.156828 -0.14 -0.25 0.01
H 0.661242 -3.014639 -1.306392 0.24 -0.37 -0.21
H 0.025437 -0.663846 -1.978160 0.10 -0.19 0.30
H 1.549477 -0.539700 -2.806601 -0.15 0.08 -0.01
H -0.668089 -1.146555 -4.136977 0.09 0.11 0.08
H 0.891504 -1.796835 -4.580172 -0.09 -0.18 -0.05
H 0.337468 -3.961720 -3.532568 -0.13 -0.04 0.35
H -0.851030 -3.468153 -4.701400 -0.02 -0.06 0.05
H -1.315079 -3.408626 -1.699803 0.12 0.41 -0.02
H -2.407120 -2.656929 -2.925343 0.26 0.29 0.18
H -3.128620 -6.231973 -2.015836 0.09 0.06 -0.28
H -1.741554 -5.533694 -1.175632 0.00 0.16 0.02
H -3.300647 -4.638451 -1.288173 0.12 -0.12 0.21
H 0.355230 -1.097190 2.069462 0.20 -0.14 -0.16
H -0.363068 0.192321 1.156274 0.07 0.03 -0.26
H -1.270568 -1.557839 -0.498897 0.27 0.22 -0.02
H -0.610573 -2.779273 0.588032 0.18 0.09 -0.14
H -2.180583 -0.630522 1.897687 -0.20 -0.05 0.04
H -3.085320 -2.602937 3.149640 0.03 -0.20 -0.02
H -1.373522 -2.336512 3.321458 0.22 -0.33 -0.11
H -1.959685 -3.673187 2.273947 0.09 0.04 -0.04
H -3.516687 -2.678951 0.029841 0.37 0.04 -0.09
H -4.315707 -1.795415 1.296101 -0.01 -0.09 -0.10
H -2.736142 -0.173941 -0.727356 0.04 -0.22 -0.03
H -4.318788 -0.772054 -1.132503 0.04 -0.08 0.46
H -5.106399 0.532542 1.123671 0.72 -0.43 1.18
H -2.707534 3.624753 -0.188087 0.05 -0.08 0.15
H -1.862745 2.173709 -0.752265 0.04 0.34 -0.37
H -3.497302 2.588463 -1.366782 0.02 -0.24 -0.05
H -3.096560 3.413367 2.056221 0.15 -0.05 0.12
H -2.032255 2.035163 2.304752 -0.07 -0.27 0.00
H -3.779031 1.960391 2.774693 0.32 -0.23 0.17
H 3.212838 1.601538 2.426061 0.45 -0.23 -0.05
H 3.661417 1.077002 4.095065 0.44 -0.13 -0.31
H 1.411199 0.581564 4.607126 -0.26 0.01 -0.07
H 0.824666 1.013653 2.995730 0.00 0.29 -0.04
H 1.553818 2.258978 4.121157 -0.19 0.07 -0.28
C 1.389726 -2.308540 7.892537 0.03 -0.05 0.01
Cl 2.346579 -1.035499 7.134507 0.00 0.22 0.19
Cl -0.145644 -2.561130 7.054297 -0.01 -0.04 0.04
H 1.957326 -3.232373 7.863575 -0.02 0.01 -0.12
H 1.183952 -2.026257 8.918510 -0.04 0.06 -0.04
C 1.270712 4.349535 -3.360239 -0.37 0.04 -0.06
Cl 0.511583 2.976243 -2.544216 -0.08 0.75 -0.65
Cl 1.981405 3.874321 -4.916201 0.03 -0.01 0.04
H 0.522128 5.113248 -3.541538 0.00 -0.05 -0.09
H 2.055283 4.738817 -2.726587 0.10 -0.09 0.03
C -6.361131 1.317682 -2.265919 -0.14 -0.25 0.00
Cl -4.803688 0.940961 -2.987349 0.05 -0.07 -0.52
Cl -6.215039 2.650571 -1.138118 -0.43 0.50 0.06
H -7.050280 1.571363 -3.063438 0.01 0.13 0.05
H -6.730301 0.457561 -1.716295 0.16 -0.07 -0.03
C 2.684159 5.206015 -8.184939 0.01 -0.06 0.06
Cl 1.722395 4.532095 -9.506662 0.01 -0.05 0.01
Cl 2.788187 6.969282 -8.286830 0.04 0.01 0.05
H 2.218174 4.940306 -7.243161 -0.06 0.09 -0.10
H 3.685565 4.795276 -8.238979 0.00 0.05 -0.09
C 3.783841 5.371911 0.397256 0.07 -0.11 0.01
Cl 3.708801 7.051261 0.946814 0.05 0.02 0.00
Cl 2.179636 4.736979 0.009232 0.04 0.09 0.03
H 4.401847 5.324032 -0.491885 -0.06 0.05 -0.02
H 4.214089 4.764280 1.185210 -0.08 0.02 0.04
C -4.960162 6.155168 -2.889781 0.04 -0.01 -0.10
Cl -3.546245 5.256212 -2.335959 -0.01 0.11 -0.13
Cl -6.017396 6.609091 -1.546379 -0.04 0.03 -0.03
H -4.627232 7.057410 -3.389545 0.02 0.03 0.09
H -5.519710 5.531131 -3.577186 -0.02 -0.07 0.10
```
Forces are in eV/Å.

* F_max: 2.08 eV/Å
* HOMO energy: -4.6 eV
* charge: -1

Here are the Löwdin charges for atoms 1 to 99, given in e:
1. C -0.11
2. C -0.27
3. O -0.18
4. P 0.53
5. O -0.31
6. C -0.20
7. C -0.20
8. C -0.43
9. C -0.13
10. C -0.22
11. C -0.19
12. C -0.19
13. C -0.21
14. O -0.20
15. C -0.13
16. C -0.65
17. O -0.04
18. O -0.03
19. N -0.48
20. I 1.09
21. C -0.29
22. C -0.14
23. C -0.36
24. C -0.05
25. C -0.18
26. C -0.22
27. C -0.12
28. C -0.35
29. C -0.11
30. C -0.07
31. O -0.23
32. C -0.30
33. C -0.07
34. H 0.05
35. H 0.08
36. H 0.02
37. H 0.12
38. H 0.11
39. H 0.10
40. H 0.04
41. H 0.11
42. H 0.09
43. H 0.12
44. H 0.08
45. H 0.07
46. H 0.07
47. H 0.10
48. H 0.10
49. H 0.12
50. H 0.11
51. H 0.09
52. H 0.13
53. H 0.08
54. H 0.10
55. H 0.07
56. H 0.10
57. H 0.06
58. H 0.08
59. H 0.12
60. H 0.12
61. H 0.07
62. H 0.08
63. H 0.08
64. H 0.10
65. H 0.11
66. H 0.09
67. H 0.05
68. H 0.10
69. H 0.05
70. H 0.05
71. H -0.04
72. H 0.07
73. H 0.08
74. H 0.08
75. H 0.07
76. H 0.11
77. H 0.05
78. H 0.04
79. H 0.07
80. C -1.03
81. Cl 0.54
82. Cl 0.51
83. H 0.02
84. H 0.02
85. C -1.00
86. Cl 0.40
87. Cl 0.54
88. H 0.03
89. H -0.02
90. C -0.99
91. Cl 0.59
92. Cl 0.57
93. H 0.02
94. H 0.03
95. C -1.04
96. Cl 0.50
97. Cl 0.49
98. H -0.06
99. H 0.03

2.
Entry from the OMol25 dataset: a gas-phase ion, C30H58F5N3O2P (charge +1) (ωB97M-V/def2-TZVPD).

The geometry in XYZ format:
```
99
Properties=species:S:1:pos:R:3:forces:R:3
C -0.018519 -8.253868 -1.254195 0.04 0.13 0.10
C -1.486001 -8.189270 -0.804166 -0.12 0.05 -0.06
C -1.660508 -7.981343 0.701304 0.00 0.05 -0.06
C -1.204711 -6.601337 1.184636 0.18 0.00 -0.07
C -2.194278 -5.471769 0.858755 -0.16 -0.02 -0.07
C -1.850983 -4.648659 -0.394703 0.04 -0.01 -0.04
C -3.057639 -4.311708 -1.270110 -0.06 0.05 0.12
C -2.687450 -3.603485 -2.586194 0.06 -0.04 -0.09
C -3.536224 -2.371129 -2.955091 -0.03 0.01 -0.01
C -2.809384 -1.040762 -2.735343 -0.08 0.05 0.06
C -2.238143 -0.894998 -1.310311 0.07 0.05 -0.07
C -0.745697 -0.554448 -1.293676 -0.11 -0.06 -0.07
C -0.040946 -0.670490 0.073446 -0.07 -0.08 0.02
C 0.065212 0.563263 1.020689 -0.01 -0.19 0.20
C -0.802766 0.257467 2.262331 0.10 0.14 -0.14
C -2.285024 0.004882 2.050047 -0.05 -0.05 0.01
F -0.689258 1.384269 3.094337 0.01 0.00 -0.06
C 1.537716 0.800372 1.421445 0.18 -0.13 -0.15
C 2.111278 2.210315 1.763144 -0.11 -0.01 0.00
C 3.569107 2.200275 1.223672 0.15 -0.03 -0.15
C 4.639847 3.131033 1.815266 -0.19 0.12 0.01
O 5.238100 2.533818 2.949060 0.20 -0.06 -0.05
P 2.209521 2.333380 3.634584 0.20 0.00 0.19
N 2.662067 1.112503 4.472107 -0.46 -0.12 -0.33
C 1.199180 3.353868 1.229393 -0.10 0.06 0.08
C 1.818127 4.764137 1.216316 0.04 0.02 0.10
C 2.771832 5.175830 0.110766 0.00 -0.14 -0.04
F 3.014903 6.527601 0.263108 0.02 0.15 0.01
C 0.320841 3.042704 -0.019563 0.01 -0.05 -0.12
C 0.904834 2.801193 -1.435231 -0.01 -0.07 -0.08
C 2.190279 2.025162 -1.745616 -0.18 0.18 0.03
C 3.367917 2.784439 -2.303825 0.02 -0.04 -0.15
N 2.269769 0.766196 -1.672314 0.07 -0.16 -0.09
C -0.816487 4.107652 -0.138500 -0.06 -0.06 0.04
C -0.621889 5.404036 -0.935745 0.10 0.18 -0.11
O -1.021932 5.216685 -2.275107 0.18 -0.44 -0.02
C -1.505045 6.505659 -0.318093 0.05 -0.35 0.21
F -0.878136 7.028730 0.743315 0.24 0.09 0.36
F -1.759786 7.469713 -1.168485 0.06 0.51 -0.50
F -2.677755 6.031800 0.120509 -0.31 -0.25 0.00
N -0.524661 1.822281 0.418308 -0.17 0.25 0.07
H 0.319304 -7.314423 -1.698336 -0.01 -0.04 0.02
H 0.142385 -9.039839 -1.991710 0.00 0.05 -0.01
H 0.642634 -8.454338 -0.406163 -0.04 -0.08 -0.06
H -1.999149 -7.377436 -1.334417 -0.02 -0.10 -0.02
H -2.002943 -9.106065 -1.097267 0.04 0.02 0.05
H -1.104169 -8.760207 1.232534 -0.01 0.03 -0.04
H -2.715774 -8.115028 0.963529 0.07 -0.02 0.05
H -1.017712 -6.643168 2.260035 -0.06 0.02 -0.03
H -0.243287 -6.363847 0.710900 0.02 -0.04 0.18
H -3.190949 -5.908321 0.720922 0.05 0.03 0.08
H -2.273659 -4.800979 1.718856 -0.06 -0.01 -0.04
H -1.373196 -3.706872 -0.088570 0.13 -0.09 -0.09
H -1.111564 -5.187906 -0.998106 -0.06 0.05 0.01
H -3.594463 -5.241580 -1.481038 -0.03 0.08 -0.01
H -3.754948 -3.687401 -0.696862 0.02 -0.07 0.00
H -1.629156 -3.313823 -2.538552 -0.06 0.01 -0.06
H -2.753755 -4.322717 -3.405210 0.08 -0.01 0.07
H -3.833480 -2.430667 -4.004203 -0.01 0.06 0.04
H -4.468729 -2.370343 -2.380859 0.06 -0.05 0.00
H -2.006272 -0.948404 -3.475401 0.02 -0.04 0.09
H -3.501031 -0.217147 -2.932036 0.06 -0.03 -0.08
H -2.810237 -0.131854 -0.772783 -0.02 -0.10 0.05
H -2.365409 -1.835113 -0.768030 -0.07 0.11 0.07
H -0.600881 0.426375 -1.765979 0.06 -0.10 -0.03
H -0.237961 -1.251313 -1.966849 -0.04 0.02 0.03
H 0.968822 -1.051871 -0.084364 -0.05 0.02 0.06
H -0.551883 -1.461895 0.629521 0.05 0.00 -0.05
H -0.337474 -0.591324 2.768210 0.02 0.16 0.14
H -2.812184 0.331181 2.946795 0.04 -0.09 -0.01
H -2.488619 -1.056000 1.909970 0.01 0.03 -0.06
H -2.715250 0.537764 1.199834 0.05 0.07 0.08
H 1.724329 0.134020 2.270058 0.06 0.01 -0.07
H 2.146196 0.415436 0.601705 -0.05 0.08 0.14
H 3.966027 1.191321 1.369228 -0.01 0.04 0.00
H 3.535690 2.340431 0.141681 -0.04 -0.07 0.29
H 4.226685 4.095248 2.125785 0.06 -0.06 -0.05
H 5.374141 3.343611 1.031754 0.05 -0.09 0.07
H 6.189841 2.454461 2.816918 -0.19 0.03 0.08
H 0.939743 2.827562 3.965484 -0.07 -0.02 0.11
H 2.944956 3.517685 3.832825 0.08 0.02 -0.10
H 3.071808 0.315303 4.006937 0.21 0.08 0.17
H 0.425510 3.450970 2.006308 0.02 0.00 -0.06
H 2.333392 4.911324 2.168056 -0.05 0.01 -0.03
H 1.013682 5.502636 1.223481 -0.01 -0.03 -0.01
H 3.732658 4.665580 0.153908 -0.06 0.02 -0.06
H 2.352638 5.038563 -0.887451 0.02 -0.05 -0.02
H 0.117400 2.297002 -2.008901 0.00 0.16 0.01
H 0.984698 3.774378 -1.908042 0.05 0.08 0.05
H 3.892259 2.136505 -3.004704 0.01 0.02 0.06
H 4.081801 3.062979 -1.525306 -0.06 0.05 -0.07
H 3.066873 3.695608 -2.821981 -0.01 -0.02 0.02
H 1.404493 0.349955 -1.338631 0.11 0.11 -0.13
H -1.686180 3.646437 -0.623019 0.05 -0.01 0.02
H -1.133096 4.353391 0.880269 0.04 0.03 -0.02
H 0.394708 5.798818 -0.872531 -0.04 -0.07 -0.02
H -0.328069 5.487576 -2.887075 -0.18 0.19 0.10
H -1.155948 1.579086 -0.348266 0.08 -0.06 -0.02
H -1.119288 2.219936 1.153921 -0.02 -0.08 -0.01
```
Forces are in eV/Å.

* F_max: 0.72 eV/Å
* HOMO energy: -11.3 eV
* charge: +1

What are the Löwdin partial charges on each atom? They are as follows, in elementary charge units:
1. C -0.11
2. C -0.26
3. C -0.22
4. C -0.21
5. C -0.20
6. C -0.22
7. C -0.22
8. C -0.19
9. C -0.20
10. C -0.19
11. C -0.19
12. C -0.19
13. C -0.10
14. C -0.30
15. C -0.29
16. C 0.00
17. F -0.03
18. C -0.09
19. C -0.43
20. C -0.14
21. C -0.28
22. O -0.07
23. P 0.78
24. N -0.25
25. C -0.21
26. C -0.09
27. C -0.19
28. F -0.01
29. C -0.25
30. C -0.03
31. C -0.39
32. C -0.02
33. N 0.19
34. C -0.04
35. C -0.26
36. O 0.03
37. C -0.61
38. F 0.16
39. F 0.20
40. F 0.16
41. N 0.17
42. H 0.06
43. H 0.07
44. H 0.07
45. H 0.09
46. H 0.10
47. H 0.11
48. H 0.11
49. H 0.11
50. H 0.10
51. H 0.11
52. H 0.10
53. H 0.09
54. H 0.10
55. H 0.11
56. H 0.11
57. H 0.10
58. H 0.11
59. H 0.11
60. H 0.11
61. H 0.11
62. H 0.11
63. H 0.10
64. H 0.09
65. H 0.09
66. H 0.13
67. H 0.12
68. H 0.11
69. H 0.17
70. H 0.10
71. H 0.09
72. H 0.07
73. H 0.12
74. H 0.09
75. H 0.13
76. H 0.07
77. H 0.09
78. H 0.13
79. H 0.10
80. H 0.01
81. H 0.02
82. H -0.02
83. H 0.11
84. H 0.11
85. H 0.11
86. H 0.10
87. H 0.10
88. H 0.13
89. H 0.09
90. H 0.09
91. H 0.07
92. H 0.08
93. H 0.01
94. H 0.15
95. H 0.14
96. H 0.14
97. H 0.12
98. H 0.14
99. H 0.15